No. 1
Entry from the Open Molecules 2025 dataset: C6H5As3Cl3CuF26O as an isolated structure at a distorted geometry (ωB97M-V with the def2-TZVPD basis set).

Summary:
Frontier orbital gap ... 8.788 eV
Total charge ... -2
Lowest unoccupied orbital energy ... 3.6 eV

```
45
Properties=species:S:1:pos:R:3:nbo_charge:R:1
Cu 5.88 23.83 25.16 0.938
As 6.13 23.80 21.42 2.786
F 5.89 23.18 19.75 -0.633
F 4.44 24.28 21.56 -0.611
F 6.54 24.24 23.15 -0.693
F 7.81 23.10 21.26 -0.606
F 6.51 25.45 20.76 -0.627
F 5.48 22.19 22.03 -0.604
As 2.54 22.12 24.44 2.790
F 1.65 23.33 25.53 -0.659
F 0.99 21.85 23.55 -0.628
F 3.34 20.97 23.27 -0.587
F 4.08 22.49 25.32 -0.677
F 2.12 20.80 25.56 -0.614
F 3.04 23.46 23.35 -0.612
As 7.45 20.00 24.10 2.789
F 8.34 18.41 23.89 -0.636
F 8.04 20.62 22.56 -0.603
F 6.68 21.65 24.32 -0.668
F 6.73 19.43 25.65 -0.620
F 8.98 20.62 24.91 -0.643
F 5.90 19.53 23.22 -0.607
C 5.69 23.72 29.66 -0.140
C 4.70 23.50 28.46 0.618
C 3.29 24.00 28.80 0.501
F 2.68 23.33 29.67 -0.291
F 3.34 25.31 29.02 -0.335
F 5.19 23.99 27.31 -0.342
F 4.64 22.16 28.28 -0.301
O 7.08 23.24 29.50 -0.524
C 8.12 24.16 29.61 0.837
C 9.38 23.37 29.28 0.514
F 9.58 23.04 28.00 -0.284
F 10.54 23.99 29.59 -0.335
F 7.87 25.25 28.83 -0.326
F 7.94 24.54 30.85 -0.320
H 5.29 23.16 30.50 0.209
H 5.65 24.75 30.03 0.208
H 2.73 23.88 27.87 0.170
H 9.38 22.49 29.91 0.149
C 4.28 27.32 24.34 -0.291
Cl 4.61 27.84 22.71 0.026
Cl 5.82 26.65 25.00 -0.021
Cl 2.95 26.18 24.33 0.084
H 3.89 28.23 24.81 0.222
```

---

No. 2
Entry from the Open Molecules 2025 dataset: a 2-piece molecular cluster, C5H8O2 overall (ωB97M-V with the def2-TZVPD basis set).

Summary:
Frontier orbital gap ... 10.041 eV
SMILES string ... C#CC(=C)CO.O
Lowest unoccupied orbital energy ... 0.5 eV

```
15
Properties=species:S:1:pos:R:3:nbo_charge:R:1
C -0.12 -0.75 -2.40 -0.200
C -0.18 -0.18 -1.34 -0.062
C -0.34 0.47 -0.06 -0.085
C 0.01 1.75 0.12 -0.396
C -1.02 -0.35 1.02 -0.081
O -0.83 -1.74 0.92 -0.694
H -0.08 -1.21 -3.36 0.245
H -0.13 2.22 1.09 0.209
H 0.44 2.35 -0.68 0.216
H -2.09 -0.09 0.98 0.172
H -0.63 -0.06 2.00 0.204
H -1.15 -2.03 0.05 0.470
O 2.13 -0.29 0.91 -0.935
H 1.79 0.59 0.73 0.470
H 2.20 -0.68 0.03 0.468
```

---

No. 3
Entry from the Open Molecules 2025 dataset: a 2-piece molecular cluster, C6H13NO overall at a distorted geometry (ωB97M-V with the def2-TZVPD basis set).

Summary:
Frontier orbital gap ... 9.755 eV
SMILES string ... C=C/C=C/CCN.O
Lowest unoccupied orbital energy ... 0.7 eV

```
21
Properties=species:S:1:pos:R:3:nbo_charge:R:1
C 0.41 2.98 1.84 -0.399
C 0.19 2.46 0.62 -0.216
C -0.41 1.10 0.27 -0.234
C 0.20 0.31 -0.63 -0.182
C -0.14 -1.19 -1.02 -0.461
C 0.85 -1.75 -2.03 -0.204
N 2.28 -2.03 -1.74 -0.851
H -0.02 2.52 2.73 0.193
H 0.90 3.95 2.06 0.204
H 0.34 3.18 -0.27 0.202
H -1.52 1.06 0.81 0.238
H 1.11 0.64 -1.23 0.197
H -0.17 -1.98 -0.32 0.209
H -1.11 -1.18 -1.49 0.215
H 0.83 -0.92 -2.83 0.179
H 0.43 -2.69 -2.55 0.194
H 2.84 -1.06 -1.55 0.349
H 2.57 -2.61 -0.97 0.365
O -2.82 -0.94 2.42 -0.940
H -2.58 -1.86 2.19 0.473
H -3.63 -0.74 1.95 0.470
```

---

No. 4
Entry from the Open Molecules 2025 dataset: C41H74Br6F24O19P4 as an isolated structure at a distorted geometry (ωB97M-V with the def2-TZVPD basis set).

Summary:
Frontier orbital gap ... 9.613 eV
Lowest unoccupied orbital energy ... -0.8 eV

```
168
Properties=species:S:1:pos:R:3:mulliken_charge:R:1
C 25.71 9.29 2.27 -1.066
C 26.61 8.01 2.40 -0.410
O 27.29 7.99 3.59 -0.024
P 27.78 6.63 4.32 0.120
O 28.49 5.72 3.39 -0.828
O 28.61 7.06 5.66 1.013
C 29.48 6.12 6.26 -0.164
C 28.97 5.75 7.66 -0.766
O 26.42 5.98 4.89 -0.385
C 25.78 6.61 5.97 1.009
C 24.66 5.66 6.47 -1.495
H 26.16 10.13 2.80 0.071
H 25.51 9.50 1.22 0.410
H 24.76 9.15 2.79 0.378
H 26.05 7.13 2.07 0.462
H 27.37 8.12 1.63 0.262
H 29.83 5.30 5.63 0.587
H 30.36 6.73 6.47 -0.217
H 29.68 5.15 8.23 0.481
H 28.75 6.72 8.10 -0.348
H 28.15 5.05 7.51 0.334
H 26.51 6.74 6.76 -0.426
H 25.47 7.63 5.73 0.058
H 25.10 4.67 6.59 0.388
H 24.37 5.85 7.50 0.261
H 23.78 5.60 5.83 0.367
C 31.97 0.41 18.16 -1.119
C 30.98 0.69 17.02 -0.321
O 31.66 1.56 16.14 -0.268
P 30.93 2.81 15.45 0.865
O 29.72 3.28 16.24 -0.783
O 32.12 3.88 15.24 -0.082
C 32.57 4.77 16.29 -0.037
C 33.54 3.99 17.13 -0.928
O 30.58 2.30 13.95 -0.356
C 30.05 3.12 12.95 -0.786
C 31.13 3.95 12.25 -0.326
H 31.62 -0.37 18.84 0.410
H 32.89 0.05 17.70 0.258
H 32.13 1.33 18.72 0.291
H 30.90 -0.25 16.47 0.265
H 29.98 0.94 17.35 0.397
H 33.20 5.56 15.86 -0.002
H 31.73 5.23 16.80 0.352
H 33.69 4.39 18.13 0.345
H 33.23 2.95 17.18 0.140
H 34.50 4.11 16.63 0.321
H 29.49 2.46 12.29 0.365
H 29.28 3.75 13.40 0.323
H 31.50 4.76 12.88 0.312
H 32.02 3.37 11.99 0.428
H 30.70 4.39 11.35 -0.100
C 38.39 11.69 14.53 -1.220
C 37.15 10.73 14.40 -0.129
O 35.94 11.42 14.54 -0.120
P 35.27 11.63 15.98 0.843
O 35.92 12.55 16.92 -0.795
O 33.77 12.08 15.58 -0.362
C 32.96 11.28 14.77 0.030
C 32.65 12.01 13.49 -0.913
O 35.10 10.09 16.45 -0.177
C 34.50 9.79 17.71 -0.398
C 33.70 8.50 17.47 -1.078
H 39.39 11.26 14.47 0.386
H 38.36 12.45 13.75 0.291
H 38.32 12.25 15.46 0.313
H 37.18 10.25 13.42 0.312
H 37.33 9.90 15.09 0.244
H 33.46 10.38 14.41 0.127
H 32.03 11.03 15.28 0.340
H 33.50 12.45 12.97 0.345
H 32.18 11.33 12.78 -0.056
H 31.93 12.82 13.64 0.341
H 35.30 9.68 18.44 0.309
H 33.81 10.58 18.01 0.333
H 34.36 7.67 17.21 0.260
H 33.20 8.17 18.38 0.467
H 32.92 8.62 16.71 0.264
C 38.43 6.41 7.82 -1.352
C 37.34 7.01 8.74 -0.165
O 36.33 6.05 8.92 -0.126
P 35.71 5.76 10.46 0.985
O 36.70 5.23 11.48 -0.817
O 35.12 7.23 10.90 -0.175
C 34.23 7.31 11.98 -0.619
C 33.03 8.24 11.68 -0.060
O 34.43 4.79 10.21 -0.445
C 33.42 5.18 9.36 0.926
C 33.46 4.50 7.91 -1.290
H 39.29 7.08 7.89 0.401
H 38.78 5.43 8.14 0.325
H 38.06 6.25 6.81 0.299
H 37.82 7.33 9.67 0.424
H 36.93 7.90 8.26 0.237
H 33.78 6.35 12.26 0.231
H 34.86 7.55 12.83 0.408
H 32.50 7.88 10.80 -0.326
H 32.32 8.23 12.50 0.419
H 33.42 9.24 11.44 0.069
H 32.45 5.04 9.85 -0.147
H 33.54 6.24 9.17 -0.070
H 33.46 3.43 8.12 0.458
H 32.74 4.83 7.16 0.212
H 34.46 4.74 7.53 0.265
C 31.16 14.62 6.84 -0.710
C 32.38 15.51 6.47 0.867
C 32.49 16.73 7.43 0.186
F 33.45 17.49 7.03 -0.271
F 31.31 17.36 7.48 -0.278
F 33.46 14.83 6.44 -0.282
F 32.20 16.05 5.29 -0.332
O 31.07 14.09 8.22 -0.448
C 31.80 12.92 8.46 0.761
C 31.63 12.59 9.95 0.048
F 32.18 11.43 10.31 0.019
F 31.93 13.55 10.79 -0.367
F 31.41 11.96 7.67 -0.098
F 33.10 13.12 8.25 -0.317
H 31.01 13.77 6.16 0.194
H 30.28 15.24 6.69 0.467
H 32.78 16.40 8.43 0.278
H 30.55 12.54 10.08 0.200
C 25.96 12.54 6.80 -1.234
C 27.06 11.55 7.17 0.963
C 26.79 10.05 6.78 -0.178
F 26.84 9.85 5.48 -0.054
F 27.61 9.22 7.39 -0.048
F 28.25 12.01 6.63 -0.145
F 27.25 11.66 8.50 -0.338
O 25.70 12.48 5.37 -0.244
C 25.29 13.69 4.75 0.785
C 24.87 13.39 3.30 0.257
F 24.18 14.37 2.70 -0.271
F 25.98 13.14 2.64 -0.208
F 24.27 14.15 5.52 -0.309
F 26.26 14.62 4.82 -0.263
H 26.17 13.58 7.06 0.518
H 25.07 12.38 7.41 0.321
H 25.81 9.84 7.19 0.209
H 24.25 12.49 3.29 0.175
C 31.38 8.39 3.26 -1.058
C 30.60 9.61 2.67 1.131
C 29.58 10.31 3.56 1.135
F 30.26 10.86 4.58 -0.206
F 28.83 11.20 2.96 -0.272
F 31.49 10.50 2.19 -0.349
F 30.00 9.16 1.59 -0.309
O 31.92 8.57 4.55 -0.317
C 33.20 7.96 4.73 0.857
C 33.67 8.25 6.13 0.117
F 32.84 7.81 7.09 -0.099
F 34.85 7.61 6.35 -0.280
F 33.13 6.64 4.48 -0.305
F 34.04 8.44 3.83 -0.272
H 32.11 8.08 2.52 0.524
H 30.63 7.62 3.45 0.244
H 28.91 9.62 4.06 -0.677
H 33.76 9.31 6.36 0.100
C 29.46 8.61 10.33 -0.561
Br 30.61 8.86 8.74 0.376
Br 29.76 10.16 11.53 -0.059
Br 29.73 6.95 11.34 -0.005
H 28.41 8.55 10.05 0.360
C 24.75 6.39 11.35 -0.499
Br 24.89 4.44 11.24 -0.035
Br 25.74 7.29 9.92 0.170
Br 25.42 7.00 13.09 -0.043
H 23.68 6.58 11.29 0.422
```

---

No. 5
Entry from the Open Molecules 2025 dataset: the molecule C3H6N4 at a distorted geometry (ωB97M-V with the def2-TZVPD basis set).

Summary:
Frontier orbital gap ... 7.989 eV
SMILES string ... [H]/N=c1/[nH]cc(N)[nH]1
Lowest unoccupied orbital energy ... 0.8 eV

```
13
Properties=species:S:1:pos:R:3:nbo_charge:R:1
H -0.50 -2.69 -1.43 0.328
N -0.21 -2.59 -0.47 -0.822
C 0.00 -1.36 -0.23 0.546
N 0.13 -1.00 1.07 -0.583
C 0.25 0.38 1.16 -0.109
C 0.01 0.89 -0.04 0.240
N 0.00 2.21 -0.49 -0.858
N -0.03 -0.19 -0.91 -0.587
H 0.25 -1.87 1.69 0.442
H 0.16 0.89 2.07 0.212
H -0.91 2.63 -0.40 0.382
H 0.83 2.86 -0.12 0.396
H 0.02 -0.18 -1.89 0.413
```

---

No. 6
Entry from the Open Molecules 2025 dataset: C18H25N6NiO5S as an isolated structure (ωB97M-V with the def2-TZVPD basis set).

Summary:
Frontier orbital gap (spin up / spin down) ... 7.243 / 7.196 eV
Expectation value of S² ... 2.02
Spin multiplicity ... 3
Total charge ... +1
Lowest unoccupied orbital energy (spin up / spin down) ... -2.0 / -2.8 eV

```
56
Properties=species:S:1:pos:R:3:nbo_charge:R:1
Ni 1.13 -2.07 -1.92 0.831
C -3.03 -0.73 1.24 -0.418
N -2.52 -0.34 -0.08 -0.469
C -3.38 -0.60 -1.20 -0.049
C -1.19 -0.74 -0.45 0.277
O -0.76 -0.73 -2.53 -0.399
C -0.28 -1.15 0.71 -0.098
O 1.02 -1.48 0.23 -0.555
C 2.08 -0.62 0.58 -0.153
C 3.14 -0.69 -0.53 0.678
O 2.85 -1.17 -1.64 -0.703
N 4.35 -0.21 -0.27 -0.383
C 5.37 -0.23 -1.32 -0.421
C 4.76 0.44 0.96 -0.411
H -4.04 -0.34 1.33 0.222
H -2.42 -0.26 2.01 0.214
H -3.05 -1.81 1.39 0.196
H -4.41 -0.79 -0.89 0.226
H -3.01 -1.76 -2.89 0.439
H -3.34 0.21 -1.92 0.247
H -0.69 -2.04 1.19 0.221
H -0.23 -0.34 1.44 0.208
H 2.50 -0.94 1.54 0.204
H 1.74 0.41 0.66 0.218
H 5.09 -0.93 -2.09 0.248
H 6.32 -0.53 -0.89 0.212
H 5.48 0.76 -1.77 0.213
H 4.00 0.36 1.73 0.210
H 4.96 1.50 0.77 0.212
H 5.68 -0.02 1.32 0.220
N -0.21 3.84 3.78 -0.771
C -0.34 3.41 2.50 0.223
C 0.80 3.04 1.75 -0.309
C 0.66 2.57 0.47 -0.092
C -0.61 2.43 -0.09 -0.472
C -1.74 2.81 0.63 -0.129
C -1.61 3.29 1.91 -0.271
S -0.73 1.82 -1.72 2.309
O 0.41 2.22 -2.48 -0.899
O -2.04 2.03 -2.26 -0.929
N -0.45 0.13 -1.40 -0.436
C -1.33 -1.76 -1.67 0.525
N -0.62 -2.93 -1.78 -0.709
C -1.23 -4.10 -1.48 0.010
C -2.59 -4.16 -1.20 -0.301
C -3.40 -3.06 -1.33 -0.178
N -2.84 -1.83 -1.89 -0.416
H 0.70 4.09 4.13 0.398
H -1.00 4.27 4.24 0.400
H 1.78 3.17 2.19 0.219
H 1.52 2.34 -0.15 0.231
H -2.71 2.72 0.16 0.250
H -2.48 3.61 2.46 0.224
H -0.60 -4.97 -1.45 0.217
H -3.03 -5.09 -0.88 0.248
H -4.47 -3.06 -1.19 0.222
```